No. 1
{
  "formula": "C2H3N2OS",
  "method": "wB97M-V/def2-TZVPD",
  "fmax_ev_per_a": 6.1,
  "smiles": "O=[n+]1[nH]ccs1",
  "orbital_gap_ev": [8.09, 8.09],
  "relative_energy_kj_mol": 407.0,
  "charge": 1,
  "e_tot_ev": -17973.2295,
  "symbols": ["S", "O", "N", "N", "C", "C", "H", "H", "H"],
  "coordinates": [[-2.2832, -1.1383, 0.0441], [-3.1876, 1.2406, -0.0381], [-0.7584, 1.0552, -0.0094], [-2.3181, 0.4558, -0.0007], [0.0339, -0.0247, 0.0873], [-0.5697, -1.2166, -0.0764], [1.1590, 0.2978, 0.1059], [-0.0280, -2.2401, -0.1452], [-0.4211, 1.9662, 0.0546]],
  "nbo_charge": [0.89, -0.19, -0.39, 0.13, 0.03, -0.54, 0.30, 0.32, 0.45]
}

=====

No. 2
{
  "formula": "C5H16N",
  "method": "wB97M-V/def2-TZVPD",
  "fmax_ev_per_a": 4.9,
  "orbital_gap_ev": 10.59,
  "relative_energy_kj_mol": 161.5,
  "charge": 1,
  "e_tot_ev": -6926.4066,
  "symbols": ["N", "C", "C", "C", "C", "C", "H", "H", "H", "H", "H", "H", "H", "H", "H", "H", "H", "H", "H", "H", "H", "H"],
  "coordinates": [[1.8588, 1.4473, 0.8382], [1.4238, 1.6069, -0.6054], [-0.7518, -1.6710, -0.0803], [-2.0103, -2.0694, -0.9707], [-0.5076, -1.8533, 1.4238], [0.1246, 2.5051, -0.8312], [-0.4639, -2.9632, 1.7054], [-2.6173, -1.2057, -1.2349], [1.4322, 0.5898, 1.2974], [-2.7466, -2.6378, -0.4632], [-0.5613, -0.6878, -0.3608], [1.3960, 2.2352, 1.3551], [2.8452, 1.6847, 0.9669], [-0.7697, 2.0588, -0.2216], [-0.2341, 2.5816, -1.8280], [-1.1475, -1.3874, 2.1792], [0.1492, -2.2145, -0.5033], [0.2254, 3.4242, -0.3824], [2.2580, 2.1366, -1.2493], [1.2632, 0.6027, -1.0260], [-1.6448, -2.5962, -1.7618], [0.4786, -1.5863, 1.7530]],
  "nbo_charge": [-0.70, -0.25, -0.40, -0.60, -0.63, -0.62, 0.23, 0.21, 0.47, 0.22, 0.16, 0.44, 0.46, 0.22, 0.26, 0.21, 0.20, 0.22, 0.25, 0.24, 0.22, 0.18]
}